Computed, not measured: a structure of composition C22H40F9LaNO3S at a distorted geometry, with wB97M-V/def2-TZVPD.

The geometry in XYZ format:
```
77
Properties=species:S:1:pos:R:3
C 4.37 0.19 3.64
C 3.31 -0.84 4.42
C 3.03 -2.21 3.53
C 1.55 -2.25 2.82
N 1.56 -1.76 1.36
C 1.24 -0.29 1.46
C 1.52 0.53 0.03
C 3.13 0.86 -0.10
C 3.25 2.17 -1.10
C 2.65 3.57 -0.40
C 1.21 4.03 -1.07
C 0.01 4.28 0.03
C -1.47 4.03 -0.67
C -2.58 3.36 0.34
C -3.67 2.42 -0.50
C -4.87 1.82 0.48
C -4.43 0.33 1.07
O -5.55 -0.60 0.78
C -5.21 -1.95 1.29
C 0.51 -2.54 0.61
O -0.79 -2.32 0.94
O 0.74 -3.57 -0.42
C 1.79 -3.21 -1.37
C 1.50 -3.45 -2.94
C -0.07 -3.66 -3.39
F -0.54 -4.90 -2.75
F 0.02 -3.98 -4.87
C -1.01 -2.35 -3.27
F -0.71 -1.44 -2.10
F -0.69 -1.49 -4.48
S -2.85 -2.59 -3.28
F -2.90 -3.46 -1.81
F -2.84 -3.97 -4.28
F -2.96 -1.61 -4.73
F -2.99 -1.09 -2.39
F -4.57 -2.66 -3.31
H 4.73 -0.34 2.67
H 3.72 1.12 3.28
H 5.23 0.58 4.34
H 3.82 -1.09 5.47
H 2.31 -0.23 4.56
H 3.03 -3.11 4.32
H 3.85 -2.39 2.71
H 0.70 -1.72 3.46
H 1.23 -3.40 2.78
H 1.95 0.26 2.25
H 0.14 -0.04 1.81
H 1.16 -0.07 -0.91
H 0.84 1.50 0.10
H 3.58 1.03 0.97
H 3.72 -0.05 -0.59
H 4.40 2.31 -1.32
H 2.65 1.92 -2.09
H 3.51 4.37 -0.53
H 2.53 3.37 0.76
H 0.82 3.17 -1.80
H 1.38 5.04 -1.65
H 0.05 5.40 0.42
H 0.10 3.58 1.00
H -1.96 5.04 -1.08
H -1.37 3.33 -1.62
H -2.01 2.61 1.06
H -3.11 4.14 1.05
H -4.20 3.08 -1.32
H -3.05 1.56 -1.05
H -5.16 2.58 1.33
H -5.81 1.62 -0.22
H -4.24 0.47 2.22
H -3.43 0.03 0.52
H -4.12 -2.30 1.00
H -5.96 -2.71 0.78
H -5.31 -1.96 2.46
H 2.02 -2.05 -1.22
H 2.81 -3.76 -1.09
H 1.99 -2.54 -3.55
H 2.12 -4.41 -3.30
La 4.64 4.64 -1.58
```

Properties
maximum force	10.64	eV/Å
E_HOMO	-15.31	eV
E_tot	-67194.5651	eV
charge	+3